17
Properties=species:S:1:pos:R:3:forces:R:3 method="wB97M-V/def2-TZVPD" multiplicity=3 energy_ev=-21739.3617 s_squared=2.013 homo_ev="-7.00 / -9.31" de_lowest_kcal_mol=0.0
C -1.9304 -0.1093 0.3564 0.5 0.2 0.4
C -1.4303 -0.4699 -0.8580 -0.2 -0.2 0.3
C -1.0797 0.3045 1.3731 -0.9 -0.4 -0.6
C -0.1018 -0.3517 -1.1343 -0.4 -0.4 -3.0
C 0.2802 0.3558 1.1426 -0.4 0.5 -1.3
C 0.7559 0.1145 -0.1680 0.4 -0.8 2.0
C 2.1781 0.2796 -0.4668 -0.9 2.9 -3.6
N 2.2347 2.0375 -1.0580 5.8 -4.4 2.8
O 0.9911 3.9574 -1.9165 0.9 3.0 -1.1
S 0.8682 2.5790 -1.4830 -6.3 -1.2 -0.7
H -2.9718 -0.0884 0.5385 -0.9 -0.2 0.1
H -2.0313 -0.8742 -1.6192 -1.0 -0.2 -0.8
H -1.6777 0.5392 2.2296 0.8 0.4 1.0
H 0.0162 -0.5382 -2.2859 1.1 0.4 2.5
H 0.9759 0.7853 1.8224 0.4 0.0 0.8
H 2.9584 0.3052 0.2498 0.3 0.0 0.7
H 2.3481 -0.3270 -1.3759 0.7 0.6 0.5